No. 1
Density functional theory data (ωB97M-V/def2-TZVPD) for a molecular structure, C11H22BrCl2GdNO3P in a non-equilibrium geometry.

**Multiplicity**: 8
**Total charge**: +2
**E**: -5313.2392 Ha
**Lowest unoccupied orbital energy (alpha / beta)**: -9.09 / -9.74 eV
**Maximum force**: 5.32 eV/A
**Frontier orbital gap (alpha / beta)**: 4.54 / 3.88 eV
**<S²>**: 15.783

CARTESIAN COORDINATES (ANGSTROEM)
C -2.50 -3.18 1.92
C -1.66 -2.61 3.06
O -0.45 -2.03 2.62
C -0.16 -0.72 3.21
C -0.53 0.46 2.33
P 0.08 0.29 0.54
C -1.63 1.05 -0.20
C -2.75 0.05 -0.18
N -3.63 0.13 0.72
O 0.64 1.90 0.47
C 1.30 2.15 -0.77
Br 2.55 3.60 -0.50
C 1.85 0.77 -1.21
C 2.39 0.56 -2.64
Cl 3.97 -0.31 -2.47
C 2.56 1.83 -3.53
C 2.45 1.39 -5.01
Cl 4.18 2.62 -3.37
O 0.71 -0.05 -1.03
H -3.30 -3.76 2.38
H -1.89 -3.87 1.34
H -2.93 -2.38 1.33
H -1.39 -3.52 3.71
H -2.30 -1.91 3.67
H 0.93 -0.68 3.36
H -0.61 -0.64 4.23
H -0.03 1.33 2.78
H -1.60 0.68 2.43
H -0.62 -0.98 0.36
H 1.29 -0.29 1.09
H -1.45 1.48 -1.18
H -1.87 1.85 0.50
H -2.79 -0.71 -0.96
H -4.35 -0.58 0.58
H 0.54 2.44 -1.49
H 2.63 0.45 -0.51
H 1.76 -0.12 -3.20
H 1.79 2.57 -3.34
H 1.43 1.49 -5.39
H 3.11 1.98 -5.64
H 2.78 0.36 -5.11
Gd -0.52 -3.08 5.11

No. 2
Density functional theory data (ωB97M-V/def2-TZVPD) for C11H22N2O3 in the gas phase.

**SMILES**: CC(C)CNC(=O)N[C@@H](CC(C)C)C(=O)O
**Total charge**: 0
**E**: -767.6380 Ha
**Lowest unoccupied orbital energy**: 0.52 eV
**Maximum force**: 0.59 eV/A
**Frontier orbital gap**: 9.83 eV
**Energy relative to the best compared isomer or geometry (same formula, charge and spin)**: 5.6 kJ/mol

CARTESIAN COORDINATES (ANGSTROEM)
C -3.54 -1.56 -0.08
H -3.41 -1.87 -1.11
H -4.20 -2.27 0.42
H -2.57 -1.60 0.41
C -4.12 -0.15 -0.02
C -4.28 0.30 1.43
H -3.33 0.26 1.96
H -4.98 -0.34 1.96
H -4.66 1.32 1.48
H -5.11 -0.16 -0.49
C -3.26 0.83 -0.83
N -1.89 0.88 -0.39
C -0.90 0.24 -1.07
O -1.05 -0.26 -2.16
N 0.33 0.28 -0.44
H 0.36 0.54 0.53
C 1.41 -0.52 -0.95
C 2.73 0.26 -1.08
H 2.48 1.27 -1.42
H 3.33 -0.22 -1.86
C 3.59 0.35 0.19
C 2.85 0.96 1.37
H 2.40 1.91 1.09
H 3.55 1.15 2.19
H 2.08 0.29 1.74
C 4.84 1.18 -0.13
H 4.57 2.20 -0.39
H 5.51 1.21 0.73
H 5.38 0.75 -0.97
H 3.91 -0.66 0.46
H 1.08 -0.81 -1.96
C 1.60 -1.82 -0.18
O 2.45 -2.64 -0.40
O 0.69 -1.97 0.80
H 0.82 -2.83 1.23
H -1.72 1.19 0.56
H -3.23 0.51 -1.87
H -3.69 1.83 -0.77

No. 3
Density functional theory data (ωB97M-V/def2-TZVPD) for a molecular structure, C11H22N4O4PS2 in a non-equilibrium geometry.

**Total charge**: +1
**E**: -2089.5297 Ha
**Lowest unoccupied orbital energy**: -4.00 eV
**Maximum force**: 11.76 eV/A
**Frontier orbital gap**: 7.95 eV

CARTESIAN COORDINATES (ANGSTROEM)
C 3.51 -0.21 1.53
C 2.36 0.79 2.11
O 2.56 2.11 1.50
C 0.90 0.32 1.61
O 0.20 -0.52 2.59
S -1.13 -1.16 1.71
P -2.52 0.47 1.23
O -2.52 1.51 2.63
O -4.09 -0.11 0.87
S -1.95 1.45 -0.37
H 4.35 -0.28 2.31
H 3.03 -1.24 1.34
H 3.87 0.26 0.55
H 2.44 0.84 3.25
H 2.67 2.74 2.25
H 0.29 1.29 1.50
H 0.94 -0.28 0.62
H -1.80 -2.10 2.51
H -2.92 2.35 2.29
H -4.25 0.04 -0.09
C 0.91 -3.45 -1.45
C -0.15 -2.71 -0.71
N -0.97 -2.12 -0.12
H 0.51 -3.81 -2.41
H 1.76 -2.79 -1.65
H 1.25 -4.31 -0.87
C 1.13 0.10 -4.15
C 2.06 -0.90 -3.55
N 2.79 -1.68 -3.08
H 0.12 -0.06 -3.77
H 1.45 1.11 -3.89
H 1.12 0.00 -5.24
C -0.37 4.90 4.51
C -1.04 3.71 3.90
N -1.57 2.78 3.42
H 0.67 4.65 4.74
H -0.39 5.74 3.82
H -0.88 5.18 5.44
C -2.50 -2.92 -4.62
C -2.19 -1.51 -4.22
N -1.95 -0.41 -3.91
H -1.58 -3.43 -4.91
H -2.95 -3.45 -3.78
H -3.19 -2.92 -5.46

No. 4
Density functional theory data (ωB97M-V/def2-TZVPD) for 5 unconnected molecules or ions with the total composition C11H22N6O15S in a non-equilibrium geometry.

**SMILES**: C[C@@]1(CCOC=O)OS(=O)(=O)O[C@@]1(N)N=C=O.C[N+](=O)[O-].C[N+](=O)[O-].C[N+](=O)[O-].C[N+](=O)[O-]
**Total charge**: 0
**E**: -2287.2702 Ha
**Lowest unoccupied orbital energy**: -0.47 eV
**Maximum force**: 1.73 eV/A
**Frontier orbital gap**: 10.20 eV

CARTESIAN COORDINATES (ANGSTROEM)
C 1.42 -0.42 1.72
C 1.32 -0.27 0.21
C -0.14 -0.11 -0.27
C -0.93 -1.41 -0.45
O -2.23 -1.33 0.16
C -3.16 -0.76 -0.66
O -3.13 0.38 -1.00
O 1.89 1.10 0.01
S 2.64 1.27 -1.35
O 1.83 1.74 -2.42
O 3.84 1.99 -1.13
O 2.87 -0.28 -1.66
C 2.30 -1.13 -0.64
N 1.74 -2.27 -1.30
N 3.45 -1.58 0.14
C 3.37 -2.67 0.69
O 3.25 -3.68 1.23
H 0.88 0.41 2.16
H 1.06 -1.39 2.05
H 2.47 -0.31 1.99
H -0.64 0.44 0.53
H -0.18 0.54 -1.14
H -0.42 -2.30 -0.08
H -1.08 -1.58 -1.52
H -3.98 -1.41 -0.98
H 2.44 -2.59 -1.96
H 0.96 -1.99 -1.88
C -2.48 -2.93 2.99
N -1.59 -2.02 3.76
O -0.50 -2.44 4.09
O -2.02 -0.92 4.02
H -1.97 -3.87 2.84
H -3.39 -3.08 3.56
H -2.69 -2.44 2.05
C 4.66 5.44 -1.26
N 3.62 6.10 -0.43
O 2.90 6.93 -0.97
O 3.54 5.76 0.73
H 4.61 5.85 -2.26
H 5.63 5.65 -0.80
H 4.45 4.38 -1.25
C -5.70 -6.19 1.30
N -4.77 -5.33 2.07
O -3.70 -5.80 2.39
O -5.16 -4.21 2.34
H -5.23 -7.15 1.14
H -6.61 -6.29 1.88
H -5.90 -5.69 0.36
C 0.55 5.40 -2.55
N -0.54 5.40 -3.57
O -0.51 4.54 -4.42
O -1.37 6.28 -3.48
H 1.21 4.57 -2.76
H 1.07 6.35 -2.63
H 0.08 5.30 -1.58